No. 1
{"formula": "C2H7N2O2", "method": "the ωB97M-V functional and the def2-TZVPD basis", "symbols": ["N", "C", "N", "H", "H", "H", "H", "H", "H", "O", "C", "O", "H"], "positions_angstrom": [[0.637080, -0.478836, -0.763746], [0.305884, 0.720915, -1.474545], [-1.124641, 1.043426, -1.489742], [0.554927, -0.397025, 0.268029], [-0.062963, -1.164934, -1.049874], [0.634660, 0.774888, -2.530990], [0.869554, 1.548132, -1.025064], [-1.418875, 1.717713, -2.160111], [-1.828732, 0.360941, -1.257422], [1.152126, -0.952125, 1.933248], [0.333453, -1.023687, 2.884088], [-0.821588, -0.579422, 2.914554], [0.769115, -1.569986, 3.751575]], "forces_ev_per_angstrom": [[-0.723, -0.099, -0.739], [-0.091, 0.747, -0.107], [-0.138, 0.300, 0.703], [0.365, -0.010, -0.265], [0.393, -0.198, 0.170], [0.240, -0.797, 0.159], [-0.199, -0.018, 0.316], [-0.185, 0.179, -0.440], [0.454, -0.127, 0.006], [0.150, 0.034, 0.006], [0.408, 0.154, -0.878], [-0.327, -0.111, 0.542], [-0.347, -0.055, 0.529]], "mulliken_charge": [-0.531, -0.314, -0.466, 0.367, 0.236, 0.217, 0.233, 0.131, 0.175, -0.732, 0.009, -0.668, 0.343], "molar_mass_g_mol": 91.09, "e_homo_ev": -4.21, "lumo_energy_ev": 4.08, "charge": -1, "orbital_gap_ev": 8.29}



No. 2
{"formula": "C20H25N3O4S", "method": "the ωB97M-V functional and the def2-TZVPD basis", "symbols": ["C", "C", "O", "C", "C", "C", "C", "S", "O", "O", "N", "C", "C", "C", "C", "O", "N", "C", "C", "C", "C", "C", "N", "C", "C", "C", "C", "C", "H", "H", "H", "H", "H", "H", "H", "H", "H", "H", "H", "H", "H", "H", "H", "H", "H", "H", "H", "H", "H", "H", "H", "H", "H"], "positions_angstrom": [[0.317549, -7.856716, -2.581605], [0.196757, -6.677678, -3.541837], [1.068598, -5.612616, -3.207076], [0.778653, -4.791480, -2.172079], [-0.397475, -4.813113, -1.423406], [-0.577162, -3.899463, -0.398406], [0.403712, -2.972312, -0.116049], [0.180892, -1.793374, 1.203421], [-1.091298, -2.042422, 1.832898], [1.342705, -1.786111, 2.045215], [0.206962, -0.360983, 0.326504], [0.636271, 0.801076, 1.071639], [-0.464885, 1.304283, 2.004982], [-1.737448, 1.630425, 1.205507], [-1.496402, 2.865625, 0.341759], [-1.270040, 2.846154, -0.850065], [-1.558593, 4.021240, 1.045494], [-1.225601, 5.306328, 0.467600], [0.074664, 5.829271, 1.014778], [1.234404, 5.064411, 0.934680], [2.409489, 5.562152, 1.468993], [2.380090, 6.814334, 2.066868], [1.286356, 7.550792, 2.147433], [0.167553, 7.068860, 1.637263], [-2.150014, 0.409911, 0.375756], [-0.984382, -0.123492, -0.460026], [1.576874, -2.937305, -0.850153], [1.763674, -3.840411, -1.872637], [1.345109, -8.210475, -2.561552], [0.034648, -7.569351, -1.572040], [-0.327663, -8.665557, -2.912968], [0.516978, -6.980205, -4.542586], [-0.839424, -6.324713, -3.603879], [-1.178385, -5.528225, -1.626169], [-1.476750, -3.900266, 0.197210], [1.515347, 0.501804, 1.643833], [0.916569, 1.572267, 0.347282], [-0.691366, 0.510310, 2.719904], [-0.113149, 2.180498, 2.555060], [-2.546249, 1.867144, 1.907079], [-1.704870, 3.990570, 2.041987], [-2.033553, 6.019321, 0.659020], [-1.143050, 5.138451, -0.611258], [1.208021, 4.096130, 0.455143], [3.325496, 4.994144, 1.422255], [3.269650, 7.250108, 2.501805], [-0.700818, 7.709877, 1.728230], [-2.972175, 0.675972, -0.290215], [-2.479604, -0.376609, 1.056067], [-1.257796, -1.072362, -0.926471], [-0.729938, 0.598633, -1.240124], [2.326088, -2.204076, -0.600551], [2.664981, -3.840775, -2.464510]], "forces_ev_per_angstrom": [[0.062, 0.390, -0.148], [-0.211, -0.427, -0.015], [0.183, 0.227, 0.101], [0.001, 0.202, 0.173], [0.051, -0.206, -0.238], [-0.015, 0.127, 0.165], [-0.310, 0.378, 0.489], [0.200, -0.078, -0.486], [-0.043, -0.069, -0.276], [0.199, 0.125, -0.100], [0.241, -1.000, 0.413], [0.283, 0.235, 0.626], [0.083, 0.070, -0.130], [-0.044, -0.178, -0.073], [-0.377, -0.143, 0.603], [0.161, -0.111, -0.478], [-0.072, 0.401, 0.200], [0.017, 0.036, -0.150], [0.092, 0.082, 0.050], [-0.004, 0.184, 0.075], [-0.122, -0.039, -0.052], [0.198, -0.123, -0.017], [0.130, 0.481, 0.268], [-0.236, -0.309, -0.236], [0.052, 0.176, -0.101], [-0.595, -0.073, -0.372], [0.113, -0.105, -0.131], [-0.062, -0.078, 0.000], [0.074, -0.062, 0.006], [-0.038, -0.042, 0.088], [-0.075, -0.102, -0.011], [-0.128, 0.074, 0.118], [0.110, 0.021, -0.045], [-0.036, -0.081, -0.033], [-0.131, -0.047, 0.020], [0.014, 0.255, -0.046], [0.033, -0.085, -0.004], [-0.013, 0.095, 0.093], [0.004, -0.033, 0.054], [0.082, 0.020, -0.060], [-0.002, -0.133, -0.073], [0.090, -0.038, -0.092], [-0.105, 0.100, 0.162], [0.001, -0.116, -0.053], [0.097, -0.027, 0.006], [0.128, -0.046, 0.012], [-0.166, -0.017, -0.034], [-0.023, -0.033, -0.004], [-0.082, 0.106, -0.058], [-0.093, 0.105, -0.148], [0.001, -0.185, 0.060], [0.173, 0.081, -0.066], [0.112, 0.016, -0.051]], "mulliken_charge": [-1.034, -0.417, -0.448, 0.826, -0.188, -0.582, -0.531, 1.493, -0.697, -0.779, 0.044, -1.218, -0.622, 0.129, 0.121, -0.642, -0.147, -1.026, 0.587, -0.086, -0.561, -0.253, -0.612, -0.391, -1.231, -0.984, -0.285, -0.846, 0.308, 0.338, 0.353, 0.310, 0.337, 0.364, 0.495, 0.448, 0.506, 0.430, 0.631, 0.546, 0.318, 0.418, 0.314, 0.490, 0.392, 0.362, 0.331, 0.478, 0.465, 0.418, 0.477, 0.436, 0.418], "smiles": "CCOc1ccc(S(=O)(=O)N2CCC(C(=O)NCc3cccnc3)CC2)cc1", "molar_mass_g_mol": 403.50, "e_homo_ev": -8.88, "lumo_energy_ev": 0.69, "orbital_gap_ev": 9.57}



No. 3
{"formula": "C22H47N3O6S6", "method": "the ωB97M-V functional and the def2-TZVPD basis", "symbols": ["C", "N", "C", "C", "C", "N", "C", "C", "C", "C", "C", "C", "N", "H", "H", "H", "H", "H", "H", "H", "H", "H", "H", "H", "C", "S", "O", "C", "H", "H", "H", "H", "H", "H", "C", "S", "O", "C", "H", "H", "H", "H", "H", "H", "C", "S", "O", "C", "H", "H", "H", "H", "H", "H", "C", "S", "O", "C", "H", "H", "H", "H", "H", "H", "C", "S", "O", "C", "H", "H", "H", "H", "H", "H", "C", "S", "O", "C", "H", "H", "H", "H", "H", "H"], "positions_angstrom": [[1.145525, 0.744580, -5.469424], [1.249536, -0.361819, -6.444182], [0.510386, -1.576417, -6.049468], [0.505958, -1.780179, -4.525878], [-0.716998, -1.734299, -3.784328], [-0.837588, -1.869370, -2.484869], [0.387180, -2.061276, -1.895716], [0.422099, -2.221599, -0.484045], [1.629533, -2.428559, 0.190751], [2.849218, -2.500298, -0.542925], [2.816794, -2.350871, -1.900705], [1.603049, -2.145708, -2.595899], [1.666268, -2.004198, -3.957443], [1.454964, 1.658562, -5.991977], [0.102958, 0.876067, -5.145446], [1.843847, 0.652949, -4.618845], [2.233198, -0.613819, -6.456100], [-0.502579, -1.610235, -6.473808], [1.097875, -2.425869, -6.433735], [-1.638390, -1.551883, -4.350780], [-0.491636, -2.165519, 0.108435], [1.695509, -2.551438, 1.271021], [3.835633, -2.641166, -0.071826], [3.734950, -2.381145, -2.490191], [1.048332, 4.236975, -3.347978], [0.945259, 4.500043, -5.124388], [2.079253, 3.766059, -5.749559], [1.399236, 6.238346, -5.085276], [0.835460, 3.188066, -3.146842], [2.051325, 4.479966, -2.994420], [0.307383, 4.861730, -2.848646], [2.380717, 6.353226, -4.622771], [0.646617, 6.792814, -4.526527], [1.433875, 6.603006, -6.110212], [-1.121204, -3.540241, 4.900938], [-1.187789, -3.199837, 3.130573], [-0.057256, -3.923814, 2.480998], [-0.716741, -1.461055, 3.242563], [-1.348120, -4.595886, 5.050636], [-0.129464, -3.324362, 5.284840], [-1.864402, -2.932875, 5.415367], [0.252171, -1.367858, 3.723373], [-1.471466, -0.916291, 3.807755], [-0.660602, -1.058718, 2.230462], [5.773630, -4.359590, 4.135474], [5.423637, -4.955586, 2.474022], [5.435695, -3.773714, 1.565333], [3.699906, -5.370539, 2.781317], [6.803170, -4.007149, 4.160307], [5.100480, -3.538285, 4.383305], [5.652114, -5.176503, 4.847248], [3.157595, -4.485331, 3.115340], [3.644306, -6.155067, 3.536575], [3.265632, -5.731702, 1.850988], [-0.995143, -0.824379, 8.346958], [-1.065162, -0.494125, 6.580031], [0.073104, -1.210801, 5.959417], [-0.594183, 1.237744, 6.700709], [-1.219045, -1.877896, 8.504781], [0.003208, -0.602574, 8.724542], [-1.738535, -0.214495, 8.860926], [0.377540, 1.322619, 7.187467], [-1.350326, 1.781892, 7.267241], [-0.533966, 1.644540, 5.692781], [-5.416868, -0.750484, 0.905598], [-5.128749, -2.385727, 1.599825], [-4.311953, -2.206836, 2.828854], [-4.019532, -2.948707, 0.299912], [-6.063697, -0.201163, 1.587432], [-4.468712, -0.222765, 0.796437], [-5.908973, -0.847969, -0.062385], [-3.160873, -2.280431, 0.228476], [-4.555631, -2.976318, -0.648998], [-3.679467, -3.951070, 0.553860], [-2.826434, 6.737793, -2.003603], [-2.931782, 6.998601, -3.780847], [-1.802982, 6.256437, -4.403669], [-2.472720, 8.737843, -3.744046], [-3.040703, 5.689953, -1.801320], [-1.822559, 6.979634, -1.652342], [-3.564072, 7.362836, -1.499851], [-1.491536, 8.852375, -3.281954], [-3.221590, 9.299949, -3.185683], [-2.437119, 9.101086, -4.769400]], "forces_ev_per_angstrom": [[0.294, 0.547, -0.824], [-0.152, -0.226, 0.627], [0.879, -0.230, 0.681], [-0.055, -0.311, -0.521], [-0.781, 0.251, -0.261], [1.263, 0.052, -1.046], [-0.424, -0.341, 1.542], [1.234, -0.101, 1.113], [-0.204, 0.084, -0.732], [0.081, 0.196, -0.072], [0.269, -0.088, -0.120], [0.511, 0.141, -0.505], [-0.942, 0.122, 0.314], [-0.230, -0.199, 0.219], [0.312, -0.092, 0.062], [-0.535, -0.193, 0.010], [-0.149, -0.010, -0.218], [0.221, 0.183, 0.170], [-0.484, 0.167, -0.134], [0.259, -0.094, 0.174], [0.095, -0.075, -0.397], [-0.443, 0.004, -0.269], [-0.754, -0.025, 0.081], [-0.306, -0.009, 0.107], [0.084, 0.028, 0.180], [-0.250, 0.027, -0.127], [0.188, 0.215, 0.123], [0.119, 0.194, 0.125], [0.000, -0.002, -0.087], [0.020, -0.013, -0.073], [-0.047, 0.003, -0.093], [0.021, -0.106, -0.039], [-0.085, -0.087, -0.054], [-0.026, -0.094, -0.016], [0.092, -0.404, -0.045], [-0.344, 0.095, 0.005], [0.287, 0.013, 0.187], [0.119, 0.014, -0.317], [-0.103, 0.007, -0.191], [0.003, 0.032, -0.071], [-0.053, -0.002, -0.100], [-0.013, -0.079, 0.005], [-0.077, -0.081, -0.048], [-0.118, -0.139, -0.049], [-0.013, 0.108, 0.109], [-0.068, 0.003, -0.116], [-0.037, -0.069, 0.178], [-0.075, 0.048, 0.041], [-0.004, -0.029, -0.076], [-0.024, -0.012, -0.071], [0.003, -0.025, -0.042], [0.018, 0.017, -0.043], [0.041, -0.009, -0.017], [0.056, 0.034, -0.020], [-0.016, -0.008, 0.134], [-0.101, 0.244, 0.280], [0.437, 0.280, 0.442], [0.010, 0.137, 0.020], [-0.013, 0.006, -0.079], [0.018, 0.007, -0.088], [-0.022, -0.012, -0.036], [0.000, -0.088, -0.012], [-0.025, -0.029, -0.022], [-0.025, -0.076, -0.016], [0.034, 0.132, -0.041], [-0.023, -0.104, -0.104], [-0.012, 0.175, 0.046], [0.084, 0.009, -0.042], [-0.001, -0.076, 0.037], [0.029, -0.068, 0.023], [-0.002, -0.037, 0.016], [-0.023, 0.017, 0.023], [-0.024, 0.010, 0.024], [-0.030, 0.025, 0.071], [0.068, 0.004, 0.114], [-0.143, 0.003, -0.028], [0.102, 0.082, 0.157], [0.084, 0.097, 0.038], [-0.015, 0.003, -0.086], [0.009, 0.013, -0.065], [-0.016, -0.006, -0.037], [-0.003, -0.064, 0.001], [-0.022, -0.033, -0.015], [-0.029, -0.081, -0.012]], "mulliken_charge": [-0.864, -0.386, -0.947, 0.713, -0.331, -0.530, 0.131, 0.479, -0.342, -0.597, -0.565, 0.088, -0.517, 0.438, 0.281, 0.248, 0.312, 0.328, 0.386, 0.351, 0.029, 0.448, 0.402, 0.417, -0.799, 0.575, -0.658, -0.858, 0.295, 0.324, 0.219, 0.340, 0.219, 0.324, -1.013, 0.693, -0.645, -1.007, 0.419, 0.293, 0.236, 0.410, 0.309, 0.363, -0.913, 0.421, -0.571, -0.815, 0.320, 0.275, 0.358, 0.176, 0.441, 0.304, -1.043, 0.593, -0.557, -1.047, 0.315, 0.312, 0.395, 0.309, 0.397, 0.312, -0.934, 0.381, -0.530, -0.662, 0.322, 0.282, 0.366, 0.028, 0.414, 0.339, -0.935, 0.401, -0.497, -0.944, 0.315, 0.280, 0.387, 0.287, 0.383, 0.322], "molar_mass_g_mol": 642.04, "e_homo_ev": -8.13, "lumo_energy_ev": 0.34, "orbital_gap_ev": 8.47}